Density functional theory data (the ωB97M-V functional and the def2-TZVPD basis) for 10 unconnected molecules or ions with the total composition C22H66N2O17 at a distorted geometry.

- Strongest force on any atom: 0.095 hartree/bohr
- Orbital gap (alpha / beta): 2.94 / 8.88 eV
- HOMO (alpha / beta): -0.60 / -6.58 eV
- ⟨S²⟩: 0.75
- Molecular weight: 630.77 u
- 2S+1: 2
- Charge: -1

Bonds (Å) are listed after each position.
Positions of all 107 atoms, in Å:
1 C -1.46944 -7.56396 -3.98724  O2 1.400, H10 1.090, H11 1.090, H12 1.090
2 O -1.25183 -7.39119 -2.61486  C1 1.400, C3 1.438
3 C -2.30171 -6.81790 -1.81615  O2 1.438, C4 1.533, H13 1.090, H14 1.090
4 C -1.79795 -6.24885 -0.48493  C3 1.533, N5 1.465, H15 1.090, H16 1.090
5 N -2.73929 -5.73173 0.51178  C4 1.465, C6 1.441, H17 1.010
6 C -2.71966 -4.29112 0.54838  N5 1.441, C7 1.499, H18 1.090, H19 1.090
7 C -1.45198 -3.63887 1.01165  C6 1.499, O8 1.525, H20 1.090, H21 1.090
8 O -1.37330 -3.36845 2.51082  C7 1.525, C9 1.374
9 C -0.41561 -4.04883 3.22318  O8 1.374, H22 1.090, H23 1.090, H24 1.090
10 H -2.50982 -7.66170 -4.29732  C1 1.090
11 H -0.84520 -8.42698 -4.21880  C1 1.090
12 H -1.08852 -6.68367 -4.50502  C1 1.090
13 H -3.02184 -7.57766 -1.51235  C3 1.090
14 H -2.68941 -5.97086 -2.38210  C3 1.090
15 H -0.91205 -5.62435 -0.60012  C4 1.090
16 H -1.35467 -7.07068 0.07740  C4 1.090
17 H -2.45368 -6.24556 1.33307  N5 1.010
18 H -3.54016 -3.96657 1.18834  C6 1.090
19 H -2.89224 -3.78412 -0.40097  C6 1.090
20 H -1.35939 -2.62904 0.61195  C7 1.090
21 H -0.49720 -4.07407 0.71652  C7 1.090
22 H 0.50040 -3.90336 2.65060  C9 1.090
23 H -0.59623 -5.11558 3.35561  C9 1.090
24 H -0.21026 -3.48796 4.13496  C9 1.090
25 C 1.88806 0.98072 6.76881  O26 1.368, H34 1.090, H35 1.090, H36 1.090
26 O 1.20119 1.38284 5.65595  C25 1.368, C27 1.400
27 C 1.96091 1.84054 4.57251  O26 1.400, C28 1.537, H37 1.090, H38 1.090
28 C 1.10130 2.36204 3.40941  C27 1.537, N29 1.520, H39 1.090, H40 1.090
29 N 0.60671 3.75318 3.76980  C28 1.520, C30 1.444, H41 1.010
30 C 0.15572 4.51382 2.62874  N29 1.444, C31 1.598, H42 1.090, H43 1.090
31 C -0.00469 6.04879 3.04402  C30 1.598, O32 1.456, H44 1.090, H45 1.090
32 O 1.18125 6.65155 3.63586  C31 1.456, C33 1.458
33 C 0.94842 8.01070 4.11089  O32 1.458, H46 1.090, H47 1.090, H48 1.090
34 H 2.77325 0.37792 6.56595  C25 1.090
35 H 1.25402 0.37688 7.41802  C25 1.090
36 H 2.15332 1.82118 7.41018  C25 1.090
37 H 2.68858 1.21643 4.05378  C27 1.090
38 H 2.46934 2.69289 5.02318  C27 1.090
39 H 0.38458 1.57966 3.15980  C28 1.090
40 H 1.66704 2.30135 2.47971  C28 1.090
41 H 1.28954 4.23310 4.33858  N29 1.010
42 H -0.76689 4.19292 2.14509  C30 1.090
43 H 0.90846 4.42690 1.84520  C30 1.090
44 H -0.85655 6.15579 3.71559  C31 1.090
45 H -0.24925 6.62396 2.15101  C31 1.090
46 H 1.74870 8.67360 4.43985  C33 1.090
47 H 0.14521 8.02856 4.84752  C33 1.090
48 H 0.60407 8.55742 3.23304  C33 1.090
49 C 4.39319 2.12299 -3.01454  C50 1.483, O52 1.451, H53 1.090, H54 1.090
50 C 5.27618 1.12717 -3.66938  C49 1.483, O51 1.444, H55 1.090, H56 1.090
51 O 6.49025 1.07033 -2.88974  C50 1.444, H57 0.960
52 O 4.96100 3.45679 -2.95144  C49 1.451, H58 0.960
53 H 4.17017 1.79641 -1.99882  C49 1.090
54 H 3.42159 2.27130 -3.48580  C49 1.090
55 H 5.61119 1.31499 -4.68948  C50 1.090
56 H 4.69015 0.20814 -3.67737  C50 1.090
57 H 6.80235 1.97811 -2.90187  O51 0.960
58 H 5.16856 3.70435 -2.04744  O52 0.960
59 C 1.36813 0.63297 -1.08645  C60 1.623, O62 1.406, H63 1.090, H64 1.090
60 C 0.21670 -0.51001 -1.05097  C59 1.623, O61 1.427, H65 1.090, H66 1.090
61 O -1.05608 0.12874 -0.95209  C60 1.427, H67 0.960
62 O 2.62152 0.00954 -0.95369  C59 1.406, H68 0.960
63 H 1.20642 1.32002 -0.25584  C59 1.090
64 H 1.31794 1.12419 -2.05820  C59 1.090
65 H 0.45542 -1.28597 -0.32364  C60 1.090
66 H 0.28717 -1.14941 -1.93091  C60 1.090
67 H -1.60723 -0.13182 -1.69368  O61 0.960
68 H 2.81689 -0.56848 -1.69485  O62 0.960
69 C -2.62208 1.10827 2.11951  C70 1.554, O72 1.316, H73 1.090, H74 1.090
70 C -2.18236 -0.37487 1.97268  C69 1.554, O71 1.419, H75 1.090, H76 1.090
71 O -2.61552 -1.09685 3.11518  C70 1.419, H77 0.960
72 O -3.93699 1.14833 2.10488  C69 1.316, H78 0.960
73 H -2.26005 1.62673 1.23168  C69 1.090
74 H -2.15980 1.53833 3.00803  C69 1.090
75 H -1.09905 -0.42119 1.86134  C70 1.090
76 H -2.54614 -0.92920 1.10753  C70 1.090
77 H -2.03031 -1.85642 3.16188  O71 0.960
78 H -4.30337 0.28216 2.29754  O72 0.960
79 C -1.04473 3.56412 -2.05185  C80 1.515, O82 1.491, H83 1.090, H84 1.090
80 C 0.23938 3.77196 -2.82860  C79 1.515, O81 1.409, H85 1.090, H86 1.090
81 O 0.04160 3.59459 -4.21269  C80 1.409, H87 0.960
82 O -0.82187 4.10597 -0.68123  C79 1.491, H88 0.960
83 H -1.43016 2.55167 -2.17226  C79 1.090
84 H -1.80432 4.20589 -2.49823  C79 1.090
85 H 1.00210 3.14784 -2.36294  C80 1.090
86 H 0.50809 4.81016 -2.63355  C80 1.090
87 H 0.28133 2.70799 -4.49208  O81 0.960
88 H -1.62786 4.33605 -0.21320  O82 0.960
89 C -3.87108 -2.55754 -2.64668  C90 1.542, O92 1.390, H93 1.090, H94 1.090
90 C -4.00236 -1.03163 -2.46942  C89 1.542, O91 1.453, H95 1.090, H96 1.090
91 O -2.88058 -0.38121 -3.12599  C90 1.453, H97 0.960
92 O -4.04644 -2.87408 -3.98885  C89 1.390, H98 0.960
93 H -4.63130 -3.02915 -2.02398  C89 1.090
94 H -2.90792 -3.00071 -2.39366  C89 1.090
95 H -3.88390 -0.82425 -1.40590  C90 1.090
96 H -4.96073 -0.56657 -2.70044  C90 1.090
97 H -3.12627 -0.16389 -4.02821  O91 0.960
98 H -3.42093 -2.31547 -4.45607  O92 0.960
99 O 2.69567 -1.79838 -3.07341  H100 0.957, H101 0.957
100 H 2.93513 -1.77878 -3.99997  O99 0.957
101 H 2.71090 -2.72686 -2.84119  O99 0.957
102 O 0.99486 1.11357 -4.62791  H103 0.957, H104 0.957
103 H 0.74337 0.28935 -4.21119  O102 0.957
104 H 1.63447 0.86058 -5.29359  O102 0.957
105 O 3.77742 -0.48097 1.47024  H106 0.957, H107 0.957
106 H 3.14674 -0.27310 0.78084  O105 0.957
107 H 4.63231 -0.38244 1.05109  O105 0.957

---

Density functional theory data (the ωB97M-V functional and the def2-TZVPD basis) for 11 unconnected molecules or ions with the total composition C22H66O11 at a distorted geometry.

- Strongest force on any atom: 0.052 hartree/bohr
- Orbital gap: 9.70 eV
- HOMO: -9.19 eV
- Energy relative to the best compared isomer or geometry (same formula, charge and spin): 303.58 kJ/mol
- Molecular weight: 506.76 u

Bonds (Å) are listed after each position.
Positions of all 99 atoms, in Å:
1 C -4.32408 1.69621 -1.67945  C2 1.502, H4 1.090, H5 1.090, H6 1.090
2 C -5.22500 2.76946 -2.22055  C1 1.502, O3 1.419, H7 1.090, H8 1.090
3 O -6.03286 2.21919 -3.24946  C2 1.419, H9 0.960
4 H -3.69865 1.17734 -2.40589  C1 1.090
5 H -4.89117 0.85903 -1.27247  C1 1.090
6 H -3.61084 1.97803 -0.90489  C1 1.090
7 H -4.71238 3.62854 -2.65332  C2 1.090
8 H -5.84860 3.13944 -1.40671  C2 1.090
9 H -6.56890 2.94518 -3.57688  O3 0.960
10 C -3.85310 -0.16951 1.92485  C11 1.564, H13 1.090, H14 1.090, H15 1.090
11 C -5.34633 0.29274 1.96961  C10 1.564, O12 1.438, H16 1.090, H17 1.090
12 O -6.04490 -0.83188 2.53035  C11 1.438, H18 0.960
13 H -3.16271 0.57357 1.52573  C10 1.090
14 H -3.87358 -1.12966 1.40928  C10 1.090
15 H -3.56973 -0.36819 2.95845  C10 1.090
16 H -5.84584 0.46460 1.01617  C11 1.090
17 H -5.51670 1.21844 2.51930  C11 1.090
18 H -6.88478 -0.80364 2.06623  O12 0.960
19 C -1.44410 3.11260 -3.53458  C20 1.557, H22 1.090, H23 1.090, H24 1.090
20 C -0.40724 3.42462 -4.65401  C19 1.557, O21 1.384, H25 1.090, H26 1.090
21 O 0.32687 2.26853 -4.85522  C20 1.384, H27 0.960
22 H -0.96729 2.62153 -2.68629  C19 1.090
23 H -2.24237 2.51017 -3.96810  C19 1.090
24 H -1.85679 4.02828 -3.11111  C19 1.090
25 H 0.20903 4.26212 -4.32705  C20 1.090
26 H -0.92305 3.80382 -5.53619  C20 1.090
27 H 0.91110 2.41317 -5.60312  O21 0.960
28 C -1.07675 0.41676 5.29706  C29 1.508, H31 1.090, H32 1.090, H33 1.090
29 C 0.08056 1.38356 5.30060  C28 1.508, O30 1.426, H34 1.090, H35 1.090
30 O -0.49026 2.67104 5.07992  C29 1.426, H36 0.960
31 H -0.79383 -0.59028 5.60354  C28 1.090
32 H -1.50310 0.34571 4.29642  C28 1.090
33 H -1.88843 0.73696 5.95031  C28 1.090
34 H 0.83576 1.14566 4.55148  C29 1.090
35 H 0.57540 1.25734 6.26357  C29 1.090
36 H -0.61016 2.93572 5.99489  O30 0.960
37 C 0.20136 -0.28807 1.26593  C38 1.541, H40 1.090, H41 1.090, H42 1.090
38 C -0.26920 0.15571 -0.13232  C37 1.541, O39 1.418, H43 1.090, H44 1.090
39 O 0.07547 -0.93190 -0.97372  C38 1.418, H45 0.960
40 H 1.28175 -0.14389 1.25723  C37 1.090
41 H 0.01559 -1.35081 1.42145  C37 1.090
42 H -0.21810 0.25917 2.11014  C37 1.090
43 H 0.21550 1.08791 -0.42244  C38 1.090
44 H -1.34851 0.27638 -0.22515  C38 1.090
45 H -0.12633 -0.67730 -1.87708  O39 0.960
46 C 2.15165 -4.26809 -1.44375  C47 1.536, H49 1.090, H50 1.090, H51 1.090
47 C 1.83312 -3.67200 -0.06485  C46 1.536, O48 1.367, H52 1.090, H53 1.090
48 O 0.48806 -3.43638 -0.00062  C47 1.367, H54 0.960
49 H 1.68723 -5.24523 -1.57644  C46 1.090
50 H 3.22494 -4.39777 -1.58281  C46 1.090
51 H 1.79331 -3.63420 -2.25484  C46 1.090
52 H 2.32993 -2.70543 0.01887  C47 1.090
53 H 2.10367 -4.32783 0.76267  C47 1.090
54 H 0.28874 -2.60906 -0.44493  O48 0.960
55 C -2.03293 -1.86697 -3.56272  C56 1.517, H58 1.090, H59 1.090, H60 1.090
56 C -1.58238 -0.59139 -4.24902  C55 1.517, O57 1.449, H61 1.090, H62 1.090
57 O -0.31289 -0.16858 -3.69358  C56 1.449, H63 0.960
58 H -1.35327 -2.70458 -3.71953  C55 1.090
59 H -3.00929 -2.16031 -3.94843  C55 1.090
60 H -2.07199 -1.65856 -2.49354  C55 1.090
61 H -2.35652 0.14894 -4.04722  C56 1.090
62 H -1.50052 -0.77164 -5.32089  C56 1.090
63 H -0.04368 0.66135 -4.09401  O57 0.960
64 C 2.96403 -0.59605 -2.63486  C65 1.532, H67 1.090, H68 1.090, H69 1.090
65 C 4.42796 -0.35080 -3.01347  C64 1.532, O66 1.421, H70 1.090, H71 1.090
66 O 5.03005 0.10015 -1.80844  C65 1.421, H72 0.960
67 H 2.47420 0.36917 -2.50634  C64 1.090
68 H 2.90575 -1.10429 -1.67236  C64 1.090
69 H 2.38310 -1.07032 -3.42586  C64 1.090
70 H 4.55135 0.40003 -3.79394  C65 1.090
71 H 4.87786 -1.26171 -3.40837  C65 1.090
72 H 5.10555 -0.63465 -1.19528  O66 0.960
73 C -0.76273 4.11610 0.33449  C74 1.541, H76 1.090, H77 1.090, H78 1.090
74 C -0.21187 3.67152 1.70319  C73 1.541, O75 1.393, H79 1.090, H80 1.090
75 O -1.31369 3.39088 2.50873  C74 1.393, H81 0.960
76 H 0.08086 4.17327 -0.35339  C73 1.090
77 H -1.26213 5.08215 0.26073  C73 1.090
78 H -1.46403 3.38786 -0.07288  C73 1.090
79 H 0.40554 4.43439 2.17747  C74 1.090
80 H 0.43831 2.79993 1.62773  C74 1.090
81 H -1.07513 3.13835 3.40366  O75 0.960
82 C 5.16032 -1.01772 1.64313  C83 1.485, H85 1.090, H86 1.090, H87 1.090
83 C 5.48990 -2.27039 0.91767  C82 1.485, O84 1.391, H88 1.090, H89 1.090
84 O 5.01858 -2.36240 -0.38833  C83 1.391, H90 0.960
85 H 5.41243 -1.03221 2.70348  C82 1.090
86 H 4.08844 -0.83497 1.56719  C82 1.090
87 H 5.59011 -0.14601 1.14965  C82 1.090
88 H 5.11714 -3.13111 1.47293  C83 1.090
89 H 6.57026 -2.41434 0.90340  C83 1.090
90 H 5.37166 -3.21437 -0.65492  O84 0.960
91 C 1.55837 -2.54674 3.30290  C92 1.507, H94 1.090, H95 1.090, H96 1.090
92 C 2.70032 -3.43481 3.72512  C91 1.507, O93 1.418, H97 1.090, H98 1.090
93 O 3.56307 -2.65724 4.53809  C92 1.418, H99 0.960
94 H 0.93937 -2.30975 4.16822  C91 1.090
95 H 0.87435 -3.04188 2.61366  C91 1.090
96 H 2.00737 -1.60877 2.97623  C91 1.090
97 H 3.19442 -3.77146 2.81374  C92 1.090
98 H 2.40232 -4.40511 4.12238  C92 1.090
99 H 4.19638 -3.23199 4.97419  O93 0.960

---

Among the records above, which one has the highest strongest force on any atom? C22H66N2O17

---

Among the records above, which one has the highest strongest force on any atom? C22H66N2O17